{"formula": "C22H31N3O3", "method": "the ωB97M-V functional and the def2-TZVPD basis", "e_above_lowest_kj_mol": 186.5, "smiles": "CCOC(=O)C1(C[C@H]2CCCCO2)CCN(Cc2nc3ccccc3[nH]2)CC1", "orbital_gap_ev": 8.90, "elements": ["O", "O", "O", "N", "N", "N", "C", "C", "C", "C", "C", "C", "C", "C", "C", "C", "C", "C", "C", "C", "C", "C", "C", "C", "C", "C", "C", "C", "H", "H", "H", "H", "H", "H", "H", "H", "H", "H", "H", "H", "H", "H", "H", "H", "H", "H", "H", "H", "H", "H", "H", "H", "H", "H", "H", "H", "H", "H", "H"], "coordinates": [[-0.78432, 1.46334, 1.08014], [-0.98458, 1.18217, -1.13261], [-3.57064, 0.83099, 0.10199], [2.98803, -0.36082, -1.21503], [0.82430, -2.74423, -0.86905], [3.57964, -1.48551, 0.61130], [2.25774, -2.73373, -1.11711], [-1.25921, -1.46571, -1.10741], [-0.97450, 0.75338, 0.12601], [-6.18369, -0.23822, 0.63424], [0.44569, -2.69082, 0.53542], [-0.78481, 2.57915, -1.33917], [-1.15847, -0.75989, 0.25196], [4.74314, 0.40363, 1.82071], [0.08537, -1.28378, 1.00829], [-3.70763, -0.53997, 0.42362], [4.69313, 2.43565, 0.50203], [-2.41686, -0.98835, 1.10795], [3.66386, 0.49086, -0.37593], [-4.68794, 1.33228, -0.58988], [-5.96635, 1.22112, 0.24108], [2.95664, -1.51333, -0.61112], [-4.92719, -0.76237, 1.32704], [5.05736, 1.73767, 1.65478], [0.12309, -1.75119, -1.67846], [3.99839, 1.83184, -0.52485], [0.69824, 2.91830, -1.36839], [4.04552, -0.20791, 0.79335], [-4.77246, -0.22076, 2.26207], [-1.29074, 3.12839, -0.53886], [-1.79526, -2.40964, -0.99134], [-2.30591, -0.41077, 2.02764], [-7.04742, -0.33031, 1.29524], [-5.02708, -1.82514, 1.55233], [-1.80971, -0.84102, -1.80834], [4.96594, 3.47716, 0.41674], [2.39785, -2.79836, -2.19862], [3.72360, 2.37168, -1.41624], [-0.10150, -1.27984, 2.08240], [-0.41762, -3.35188, 0.67590], [5.59930, 2.25415, 2.43302], [0.83268, 3.96574, -1.62399], [1.26024, -3.09527, 1.14079], [-3.85968, -1.11068, -0.50972], [0.03300, -2.16415, -2.68920], [-1.25855, 2.79547, -2.29963], [3.68265, -2.25498, 1.25099], [-2.49945, -2.04700, 1.36125], [-5.85518, 1.82845, 1.14104], [2.69014, -3.62563, -0.65216], [1.20533, 2.29855, -2.10415], [-4.81541, 0.78494, -1.53897], [-4.45403, 2.37554, -0.81356], [5.02722, -0.13819, 2.71082], [-6.37946, -0.83204, -0.26278], [1.14015, 2.73240, -0.39246], [0.68906, -0.81203, -1.74637], [-6.81202, 1.60041, -0.33390], [0.92874, -0.61569, 0.82387]]}

***

{"formula": "C22H31N3O3S", "method": "the ωB97M-V functional and the def2-TZVPD basis", "e_above_lowest_kj_mol": 272.5, "orbital_gap_ev": 8.56, "elements": ["S", "O", "O", "O", "N", "N", "N", "C", "C", "C", "C", "C", "C", "C", "C", "C", "C", "C", "C", "C", "C", "C", "C", "C", "C", "C", "C", "C", "C", "H", "H", "H", "H", "H", "H", "H", "H", "H", "H", "H", "H", "H", "H", "H", "H", "H", "H", "H", "H", "H", "H", "H", "H", "H", "H", "H", "H", "H", "H", "H"], "coordinates": [[2.02089, 0.45280, -0.15853], [-0.86472, 3.88938, -0.76882], [0.22244, -2.29822, 1.64697], [1.19326, 0.50585, -1.37544], [1.04386, -3.33292, -1.29093], [-0.61390, -1.25032, -0.19380], [-0.12832, 2.91636, 1.07350], [-1.16784, -2.43288, -0.80749], [-1.13794, 3.50711, 0.49789], [3.56024, -5.11310, -0.48802], [0.87576, 2.91174, 0.14366], [1.03152, 3.74300, -2.32688], [-2.43260, 3.75426, 1.08753], [0.88706, -0.03740, 1.21792], [-2.69267, 3.32666, 2.39023], [-4.65931, 4.64852, 0.95810], [-3.42951, 4.41785, 0.37465], [2.16506, 2.25027, 0.38386], [0.15752, -1.33637, 0.91089], [3.34313, -2.58782, -0.93250], [-3.92513, 3.56295, 2.96034], [-6.26495, 4.46078, 2.88334], [-0.21447, -2.95702, -1.89557], [0.41046, 3.50054, -1.00265], [2.24605, -2.88488, -1.96101], [2.16801, -5.03535, 0.13728], [1.06781, -4.71710, -0.87423], [4.27098, -3.76299, -0.62297], [-4.92594, 4.22705, 2.25561], [1.28464, 2.79144, -2.79204], [0.33195, 4.27819, -2.96263], [-1.91461, 2.81512, 2.93410], [3.46866, -5.57950, -1.47221], [2.01087, -1.95417, -2.48147], [2.95701, 2.68357, -0.22303], [-1.29045, -3.17679, -0.01898], [1.93009, -6.00807, 0.57423], [0.10617, -4.92788, -0.40101], [2.13655, -4.29609, 0.93607], [4.79776, -3.53792, 0.30723], [-6.15525, 4.76716, 3.92163], [-6.82105, 5.22469, 2.34580], [-5.42575, 5.16537, 0.39830], [5.02545, -3.84688, -1.40939], [1.17123, -5.39487, -1.74602], [-0.04866, -2.15116, -2.61544], [1.94352, 4.32951, -2.22141], [-2.14229, -2.19041, -1.24047], [2.60514, -3.61090, -2.70978], [-6.84831, 3.53968, 2.86822], [2.83914, -2.26734, -0.02019], [1.50838, -0.16714, 2.10163], [4.19093, -5.77049, 0.11515], [-4.12067, 3.23011, 3.96948], [3.95124, -1.75176, -1.28394], [-3.23147, 4.75012, -0.63326], [-0.38458, -0.49936, -0.83834], [-0.69351, -3.79362, -2.42905], [2.43628, 2.24502, 1.43485], [0.17482, 0.77563, 1.36900]]}